Here is a 10-piece molecular cluster, C42H112N12O14 overall from the OMol25 dataset. Energies are from ωB97M-V/def2-TZVPD.

Computed properties:
**HOMO-LUMO gap**: 8.31 eV
**Energy**: -3377.3193 a.u.
**E_HOMO**: -0.307 hartree

Last columns: bonded neighbours and bond lengths (Å).
Positions of all 180 atoms, in Å:
1 C -6.6365 8.9459 -4.7355  O2 1.474, H7 1.090, H8 1.090, H9 1.090
2 O -5.1962 9.0437 -5.0330  C1 1.474, C3 1.369
3 C -4.4347 7.9127 -5.1522  O2 1.369, C4 1.576, H10 1.090, H11 1.090
4 C -2.9547 8.2916 -4.7658  C3 1.576, C5 1.563, N6 1.468, H12 1.090
5 C -2.8016 9.1579 -3.4739  C4 1.563, H13 1.090, H14 1.090, H15 1.090
6 N -2.2485 9.0124 -5.8323  C4 1.468, H16 1.010, H17 1.010
7 H -7.1935 8.7755 -5.6568  C1 1.090
8 H -7.0417 9.8898 -4.3708  C1 1.090
9 H -6.8898 8.1602 -4.0237  C1 1.090
10 H -4.9040 7.2703 -4.4071  C3 1.090
11 H -4.5258 7.3053 -6.0528  C3 1.090
12 H -2.5017 7.3026 -4.6959  C4 1.090
13 H -3.2882 8.8390 -2.5521  C5 1.090
14 H -3.0974 10.1972 -3.6167  C5 1.090
15 H -1.7776 9.2480 -3.1114  C5 1.090
16 H -1.4822 9.4542 -5.3447  N6 1.010
17 H -2.9513 9.6328 -6.2081  N6 1.010
18 C 2.6415 -5.1863 -4.6621  O19 1.419, H24 1.090, H25 1.090, H26 1.090
19 O 1.9585 -4.7317 -5.8201  C18 1.419, C20 1.437
20 C 1.7757 -3.3077 -5.8694  O19 1.437, C21 1.518, H27 1.090, H28 1.090
21 C 0.6045 -2.9717 -6.7750  C20 1.518, C22 1.552, N23 1.473, H29 1.090
22 C 1.0102 -2.9468 -8.2725  C21 1.552, H30 1.090, H31 1.090, H32 1.090
23 N -0.1917 -1.7686 -6.4793  C21 1.473, H33 1.010, H34 1.010
24 H 1.7878 -5.3720 -4.0104  C18 1.090
25 H 3.2849 -4.4587 -4.1673  C18 1.090
26 H 3.1667 -6.1403 -4.6161  C18 1.090
27 H 1.5821 -2.7894 -4.9303  C20 1.090
28 H 2.6517 -2.7833 -6.2511  C20 1.090
29 H -0.1571 -3.7223 -6.5634  C21 1.090
30 H 0.0918 -2.6416 -8.7742  C22 1.090
31 H 1.2202 -4.0017 -8.4492  C22 1.090
32 H 1.7657 -2.2081 -8.5399  C22 1.090
33 H 0.1941 -1.0276 -7.0469  N23 1.010
34 H -1.1038 -1.7863 -6.9126  N23 1.010
35 C 4.6594 0.4497 6.3225  O36 1.385, H41 1.090, H42 1.090, H43 1.090
36 O 6.0049 0.2352 6.0763  C35 1.385, C37 1.458
37 C 6.4773 0.4805 4.7187  O36 1.458, C38 1.464, H44 1.090, H45 1.090
38 C 6.4303 1.8300 4.1521  C37 1.464, C39 1.527, N40 1.469, H46 1.090
39 C 7.2073 2.2185 2.8966  C38 1.527, H47 1.090, H48 1.090, H49 1.090
40 N 6.9847 2.7534 5.1507  C38 1.469, H50 1.010, H51 1.010
41 H 4.5228 1.5053 6.5575  C35 1.090
42 H 4.4316 -0.2516 7.1253  C35 1.090
43 H 4.0713 0.0649 5.4893  C35 1.090
44 H 7.5490 0.2893 4.6638  C37 1.090
45 H 5.9726 -0.1961 4.0290  C37 1.090
46 H 5.3810 1.8577 3.8582  C38 1.090
47 H 6.8245 1.6730 2.0340  C39 1.090
48 H 8.2594 1.9363 2.8573  C39 1.090
49 H 7.2325 3.3059 2.8262  C39 1.090
50 H 6.9036 2.4123 6.0979  N40 1.010
51 H 7.9847 2.7223 5.0123  N40 1.010
52 C -7.2492 -3.6332 5.2555  O53 1.424, H58 1.090, H59 1.090, H60 1.090
53 O -6.0080 -4.2157 5.6391  C52 1.424, C54 1.434
54 C -4.8075 -3.5712 5.1929  O53 1.434, C55 1.545, H61 1.090, H62 1.090
55 C -3.6351 -3.7752 6.1787  C54 1.545, C56 1.461, N57 1.456, H63 1.090
56 C -3.1924 -5.1445 5.9293  C55 1.461, H64 1.090, H65 1.090, H66 1.090
57 N -4.0421 -3.5927 7.5650  C55 1.456, H67 1.010, H68 1.010
58 H -7.3463 -2.6860 5.7860  C52 1.090
59 H -7.8125 -4.3443 5.8597  C52 1.090
60 H -7.4428 -3.5469 4.1863  C52 1.090
61 H -4.5996 -3.9983 4.2118  C54 1.090
62 H -4.9791 -2.5045 5.0486  C54 1.090
63 H -2.8702 -3.0507 5.8989  C55 1.090
64 H -3.9379 -5.9248 6.0826  C56 1.090
65 H -2.4271 -5.5475 6.5926  C56 1.090
66 H -2.7020 -5.2402 4.9606  C56 1.090
67 H -3.2490 -3.8579 8.1314  N57 1.010
68 H -4.7911 -4.2306 7.7937  N57 1.010
69 C -8.0937 -1.0646 -1.7336  O70 1.391, H78 1.090, H79 1.090, H80 1.090
70 O -7.1429 -1.2773 -2.7265  C69 1.391, C71 1.419
71 C -5.8423 -1.5448 -2.2272  O70 1.419, C72 1.535, H81 1.090, H82 1.090
72 C -4.7131 -1.5929 -3.2654  C71 1.535, N73 1.456, H83 1.090, H84 1.090
73 N -4.6265 -2.7048 -4.2019  C72 1.456, C74 1.416, H85 1.010
74 C -5.7264 -2.7755 -5.0903  N73 1.416, C75 1.500, H86 1.090, H87 1.090
75 C -5.5893 -3.4661 -6.4145  C74 1.500, O76 1.465, H88 1.090, H89 1.090
76 O -4.5503 -2.8031 -7.2066  C75 1.465, C77 1.386
77 C -4.7253 -2.7652 -8.5807  O76 1.386, H90 1.090, H91 1.090, H92 1.090
78 H -7.7521 -0.3387 -0.9957  C69 1.090
79 H -8.4684 -1.9678 -1.2519  C69 1.090
80 H -8.8975 -0.7274 -2.3881  C69 1.090
81 H -5.7344 -2.4860 -1.6882  C71 1.090
82 H -5.5358 -0.7608 -1.5347  C71 1.090
83 H -3.7155 -1.5720 -2.8266  C72 1.090
84 H -4.6782 -0.5817 -3.6708  C72 1.090
85 H -3.7462 -2.9340 -4.6407  N73 1.010
86 H -6.0067 -1.7386 -5.2758  C74 1.090
87 H -6.5461 -3.1641 -4.4861  C74 1.090
88 H -6.5184 -3.3938 -6.9799  C75 1.090
89 H -5.2723 -4.5088 -6.4373  C75 1.090
90 H -5.7520 -2.5698 -8.8902  C77 1.090
91 H -4.3125 -3.7378 -8.8487  C77 1.090
92 H -4.1480 -2.0019 -9.1025  C77 1.090
93 C 2.4857 -2.6684 3.0731  O94 1.406, H102 1.090, H103 1.090, H104 1.090
94 O 2.0403 -2.3268 1.7844  C93 1.406, C95 1.453
95 C 0.6320 -2.6222 1.5859  O94 1.453, C96 1.614, H105 1.090, H106 1.090
96 C -0.3418 -1.4097 2.0184  C95 1.614, N97 1.446, H107 1.090, H108 1.090
97 N 0.3675 -0.2005 1.6647  C96 1.446, C98 1.453, H109 1.010
98 C 0.0939 1.0951 2.2628  N97 1.453, C99 1.596, H110 1.090, H111 1.090
99 C 0.8830 2.2608 1.5106  C98 1.596, O100 1.384, H112 1.090, H113 1.090
100 O 0.2514 2.6809 0.3525  C99 1.384, C101 1.428
101 C -0.9714 3.3989 0.5209  O100 1.428, H114 1.090, H115 1.090, H116 1.090
102 H 2.1208 -1.9611 3.8178  C93 1.090
103 H 3.5722 -2.5833 3.0928  C93 1.090
104 H 2.3402 -3.7170 3.3329  C93 1.090
105 H 0.5356 -3.5921 2.0740  C95 1.090
106 H 0.5210 -2.8667 0.5295  C95 1.090
107 H -0.5976 -1.4638 3.0766  C96 1.090
108 H -1.1543 -1.5422 1.3040  C96 1.090
109 H 1.2955 -0.5920 1.5908  N97 1.010
110 H 0.4056 1.0278 3.3051  C98 1.090
111 H -0.9823 1.2377 2.1654  C98 1.090
112 H 1.8201 1.8374 1.1492  C99 1.090
113 H 0.9244 3.0802 2.2283  C99 1.090
114 H -1.7022 2.7136 0.9504  C101 1.090
115 H -1.2935 3.9510 -0.3620  C101 1.090
116 H -0.7607 4.1385 1.2934  C101 1.090
117 C 4.4975 8.0187 1.6297  O118 1.403, H126 1.090, H127 1.090, H128 1.090
118 O 4.0960 8.3431 0.3247  C117 1.403, C119 1.477
119 C 5.0068 7.8103 -0.7085  O118 1.477, C120 1.529, H129 1.090, H130 1.090
120 C 4.4330 8.1537 -2.0838  C119 1.529, N121 1.479, H131 1.090, H132 1.090
121 N 4.6289 9.5948 -2.3520  C120 1.479, C122 1.456, H133 1.010
122 C 3.5408 10.2591 -3.0558  N121 1.456, C123 1.511, H134 1.090, H135 1.090
123 C 3.2709 9.7584 -4.4559  C122 1.511, O124 1.396, H136 1.090, H137 1.090
124 O 2.4087 10.6654 -5.0756  C123 1.396, C125 1.389
125 C 2.3193 10.5608 -6.4577  O124 1.389, H138 1.090, H139 1.090, H140 1.090
126 H 4.0561 7.0310 1.7628  C117 1.090
127 H 3.8323 8.6613 2.2064  C117 1.090
128 H 5.5471 8.0685 1.9198  C117 1.090
129 H 5.1477 6.7295 -0.7000  C119 1.090
130 H 6.0148 8.2252 -0.7099  C119 1.090
131 H 3.3673 7.9719 -1.9448  C120 1.090
132 H 4.7397 7.3486 -2.7516  C120 1.090
133 H 4.7326 9.9122 -1.3988  N121 1.010
134 H 3.6313 11.3454 -3.0493  C122 1.090
135 H 2.5804 10.0067 -2.6064  C122 1.090
136 H 2.8311 8.7622 -4.5042  C123 1.090
137 H 4.2119 9.5880 -4.9789  C123 1.090
138 H 2.2525 9.5344 -6.8185  C125 1.090
139 H 3.1609 11.0981 -6.8949  C125 1.090
140 H 1.3944 11.0763 -6.7159  C125 1.090
141 C 0.6186 -16.5789 5.1721  O142 1.468, H150 1.090, H151 1.090, H152 1.090
142 O -0.0360 -15.3362 5.5986  C141 1.468, C143 1.390
143 C 0.7686 -14.4047 6.2441  O142 1.390, C144 1.577, H153 1.090, H154 1.090
144 C 1.3268 -13.4170 5.1486  C143 1.577, N145 1.411, H155 1.090, H156 1.090
145 N 1.7648 -12.2001 5.7129  C144 1.411, C146 1.470, H157 1.010
146 C 3.0620 -12.3488 6.3881  N145 1.470, C147 1.602, H158 1.090, H159 1.090
147 C 3.4546 -10.9834 7.1283  C146 1.602, O148 1.419, H160 1.090, H161 1.090
148 O 3.7870 -9.9739 6.1882  C147 1.419, C149 1.394
149 C 4.3167 -8.8178 6.7597  O148 1.394, H162 1.090, H163 1.090, H164 1.090
150 H 1.0616 -16.5655 4.1763  C141 1.090
151 H -0.0784 -17.4129 5.2542  C141 1.090
152 H 1.3930 -16.9451 5.8462  C141 1.090
153 H 1.5408 -14.8544 6.8683  C143 1.090
154 H 0.2138 -13.7724 6.9373  C143 1.090
155 H 0.6183 -13.2406 4.3393  C144 1.090
156 H 2.0792 -13.9484 4.5658  C144 1.090
157 H 1.7832 -11.5563 4.9349  N145 1.010
158 H 3.7496 -12.6522 5.5987  C146 1.090
159 H 2.9920 -13.2227 7.0358  C146 1.090
160 H 4.2095 -11.1411 7.8987  C147 1.090
161 H 2.6243 -10.6277 7.7384  C147 1.090
162 H 5.1201 -9.2321 7.3688  C149 1.090
163 H 3.6333 -8.2654 7.4046  C149 1.090
164 H 4.7778 -8.1073 6.0736  C149 1.090
165 N 1.8821 3.4610 -3.7079  C166 1.296, H169 1.010, H170 1.010
166 C 1.7786 2.3058 -4.2872  N165 1.296, N167 1.289, O168 1.226
167 N 0.8662 1.6187 -3.6903  C166 1.289, H171 1.010, H172 1.010
168 O 2.4598 1.9323 -5.2361  C166 1.226
169 H 2.7762 3.8911 -3.8967  N165 1.010
170 H 1.3730 3.5424 -2.8395  N165 1.010
171 H 0.3258 1.8837 -2.8792  N167 1.010
172 H 0.6338 0.7341 -4.1189  N167 1.010
173 N -2.4384 9.4442 2.1595  C174 1.267, H177 1.010, H178 1.010
174 C -1.2904 9.9019 1.8785  N173 1.267, N175 1.275, O176 1.197
175 N -0.4233 9.0080 2.1505  C174 1.275, H179 1.010, H180 1.010
176 O -1.1350 10.9433 1.3087  C174 1.197
177 H -3.2635 10.0218 2.0836  N173 1.010
178 H -2.4889 8.6267 2.7504  N173 1.010
179 H 0.5089 9.1703 1.7974  N175 1.010
180 H -0.6021 8.1796 2.7000  N175 1.010

Here are the Löwdin charges for atoms 1 to 99, given in e: atom 1 (C): -0.051, atom 2 (O): -0.206, atom 3 (C): -0.233, atom 4 (C): -0.386, atom 5 (C): -0.068, atom 6 (N): 0.028, atom 7 (H): 0.078, atom 8 (H): 0.081, atom 9 (H): 0.080, atom 10 (H): 0.107, atom 11 (H): 0.121, atom 12 (H): 0.119, atom 13 (H): 0.066, atom 14 (H): 0.075, atom 15 (H): 0.065, atom 16 (H): 0.058, atom 17 (H): 0.066, atom 18 (C): -0.114, atom 19 (O): -0.178, atom 20 (C): -0.204, atom 21 (C): -0.426, atom 22 (C): -0.054, atom 23 (N): 0.022, atom 24 (H): 0.082, atom 25 (H): 0.083, atom 26 (H): 0.081, atom 27 (H): 0.116, atom 28 (H): 0.123, atom 29 (H): 0.135, atom 30 (H): 0.066, atom 31 (H): 0.079, atom 32 (H): 0.081, atom 33 (H): 0.059, atom 34 (H): 0.059, atom 35 (C): -0.125, atom 36 (O): -0.191, atom 37 (C): -0.207, atom 38 (C): -0.472, atom 39 (C): -0.066, atom 40 (N): 0.047, atom 41 (H): 0.093, atom 42 (H): 0.092, atom 43 (H): 0.080, atom 44 (H): 0.129, atom 45 (H): 0.123, atom 46 (H): 0.129, atom 47 (H): 0.079, atom 48 (H): 0.076, atom 49 (H): 0.084, atom 50 (H): 0.062, atom 51 (H): 0.067, atom 52 (C): -0.093, atom 53 (O): -0.222, atom 54 (C): -0.193, atom 55 (C): -0.448, atom 56 (C): -0.110, atom 57 (N): 0.046, atom 58 (H): 0.084, atom 59 (H): 0.094, atom 60 (H): 0.088, atom 61 (H): 0.120, atom 62 (H): 0.116, atom 63 (H): 0.136, atom 64 (H): 0.091, atom 65 (H): 0.074, atom 66 (H): 0.081, atom 67 (H): 0.066, atom 68 (H): 0.069, atom 69 (C): -0.123, atom 70 (O): -0.193, atom 71 (C): -0.223, atom 72 (C): -0.214, atom 73 (N): -0.064, atom 74 (C): -0.242, atom 75 (C): -0.162, atom 76 (O): -0.222, atom 77 (C): -0.139, atom 78 (H): 0.087, atom 79 (H): 0.086, atom 80 (H): 0.094, atom 81 (H): 0.122, atom 82 (H): 0.114, atom 83 (H): 0.118, atom 84 (H): 0.112, atom 85 (H): 0.114, atom 86 (H): 0.120, atom 87 (H): 0.119, atom 88 (H): 0.115, atom 89 (H): 0.123, atom 90 (H): 0.084, atom 91 (H): 0.089, atom 92 (H): 0.082, atom 93 (C): -0.119, atom 94 (O): -0.230, atom 95 (C): -0.151, atom 96 (C): -0.181, atom 97 (N): -0.097, atom 98 (C): -0.170, atom 99 (C): -0.207